Formula: C24H52N2O33S8Si
Source: the Open Molecules 2025 dataset
Level of theory: ωB97M-V with the def2-TZVPD basis set

Structure (XYZ):
```
120
C24H52N2O33S8Si, DFT ωB97M-V with the def2-TZVPD basis set
H -3.89 -3.84 -5.21
O -5.45 0.14 6.91
H -1.41 0.24 -3.13
Si 0.45 -1.50 -3.03
C 2.08 -8.61 -2.44
H 1.97 4.45 4.31
H -7.36 -1.13 -8.81
O 5.92 -7.90 -2.99
H -3.56 0.61 11.86
O -4.99 -1.55 5.07
H 1.83 -3.74 -4.52
H 9.61 -6.47 -1.21
S 5.14 4.03 5.55
C -4.40 1.08 11.34
H -3.41 4.79 1.04
O 5.26 3.82 6.97
H -1.46 -3.22 -8.75
O -0.70 2.99 3.64
O 6.11 3.55 4.59
C 8.28 -5.33 -2.52
O -2.28 4.72 2.79
H 5.59 9.47 1.79
H -2.56 -5.13 -5.66
O -7.75 0.68 -6.75
O 7.70 -7.28 -1.35
H 0.05 -4.83 -8.52
H -0.02 -4.21 -4.74
O 6.99 -5.64 -3.03
C -6.55 0.00 -7.13
H 9.20 -7.28 -2.75
C 3.66 5.81 4.60
H -5.97 -0.19 -6.23
H 3.69 11.81 2.40
S -0.73 4.34 3.12
C -2.45 -3.21 -6.89
H -1.06 4.69 -0.28
H -0.33 -2.49 -2.31
C -0.27 0.31 -2.89
O -0.12 5.46 3.79
H -2.25 6.13 1.30
C 3.96 10.90 1.84
C 2.69 -7.24 -2.17
O 2.87 9.98 1.92
H -1.77 -0.16 -1.01
C -1.32 4.26 0.70
O 5.45 -6.21 -1.15
H 0.39 1.95 -1.36
O -0.20 4.30 1.58
N -1.25 0.62 -0.53
C 2.78 4.64 5.02
H -5.97 0.62 -7.82
H -0.80 -5.34 -6.92
S 6.33 -6.82 -2.12
O -3.26 2.26 9.66
H 3.77 -7.28 -2.04
O -3.46 -2.42 -7.35
H 2.01 -4.54 -6.89
H -2.10 -3.58 -4.56
H 0.83 0.10 -0.90
C 8.82 -6.64 -1.95
C -2.09 -0.29 6.11
H 2.36 4.80 6.02
O -4.66 0.31 10.16
N -1.20 -3.25 -7.72
C 0.84 -3.49 -5.11
C 0.46 -1.89 -4.95
H -2.75 1.77 6.33
H -1.30 -0.12 6.85
C -2.73 -3.97 -5.46
C -4.03 2.47 10.84
H -1.99 1.43 4.75
C -2.41 5.05 1.41
O -9.06 -0.54 -5.01
H 0.28 0.96 -3.72
O 2.20 9.47 4.28
O -3.92 0.70 5.03
S -4.57 -0.48 5.95
S -8.92 -0.41 -6.44
O -8.14 -1.72 -7.01
C -7.02 -1.30 -7.78
O -3.21 -0.93 6.71
H 8.16 -4.58 -1.73
H 3.22 6.78 4.87
O -4.55 1.17 7.82
S -3.71 0.86 8.95
O -10.03 -0.13 -7.32
H 3.86 5.79 3.53
H 8.92 -4.92 -3.31
H -3.45 3.03 11.58
C 0.02 0.84 -1.35
C 5.15 10.20 2.48
H -1.71 -0.94 5.31
C -0.31 -4.43 -7.45
C 1.05 -3.85 -6.72
O 3.66 3.52 5.09
H -0.62 -1.62 -5.37
H -0.91 0.23 0.39
O -0.12 -6.06 -3.33
C -2.63 1.02 5.54
O 4.90 5.62 5.29
H 4.15 11.17 0.79
H -6.24 -2.06 -7.78
H 1.85 -1.47 -2.61
O 0.82 -8.35 -3.06
H 5.92 10.89 2.81
H 1.94 -9.19 -1.52
S 3.08 9.02 3.22
H 2.24 -6.78 -1.28
H 1.33 -2.82 -7.24
O 2.34 -6.44 -3.30
H -1.61 3.21 0.57
H 2.70 -9.18 -3.14
O 1.03 -7.22 -5.28
H -5.27 1.08 12.00
O 3.12 7.65 2.76
O 4.60 9.48 3.58
H 1.22 -1.17 -5.51
O -2.55 0.00 8.87
H -4.93 3.04 10.57
S 0.89 -6.94 -3.87
```

Its charge is 0. As for the orbital gap: 8.3 eV.

***

Formula: C30H30AuBClFN4OP
Source: the Open Molecules 2025 dataset
Level of theory: ωB97M-V with the def2-TZVPD basis set

Structure (XYZ):
```
70
C30H30AuBClFN4OP, DFT ωB97M-V with the def2-TZVPD basis set
C 1.83 2.55 2.50
N 3.90 -0.26 -3.56
H -3.48 1.02 2.38
C -1.31 -0.87 4.52
C -3.14 -2.25 3.76
C -1.08 -0.47 3.22
H 2.30 3.39 -0.74
H 4.37 4.37 0.24
H 4.49 -0.14 -5.57
H -3.53 -2.23 1.66
H -3.93 -2.95 3.98
N 1.06 -1.92 0.01
H 5.12 -1.56 -4.70
H -0.56 2.21 1.23
C -2.48 -3.71 -1.51
C -3.62 -3.38 -2.23
C -3.57 -1.16 -1.31
C 1.55 -2.92 0.33
H 1.12 2.05 3.15
C -2.41 -1.49 -0.60
H -4.77 3.10 2.27
H -2.53 -2.07 5.81
H 5.77 0.05 -4.39
C -2.66 1.21 0.40
C 3.65 3.85 0.86
C -2.64 2.02 -0.74
H -0.25 0.20 2.99
C 3.87 3.72 2.21
C 2.99 3.07 3.05
C -3.36 3.19 -0.81
H -3.32 3.79 -1.71
C 2.58 -0.41 -3.63
C -2.34 -1.75 4.79
H -4.69 4.50 0.23
B 2.20 -4.28 0.75
C 2.85 0.18 -1.59
F 4.98 4.25 2.74
C -1.86 -2.77 -0.71
H -5.06 -1.85 -2.67
Au 0.58 0.13 0.15
H -2.06 -4.71 -1.58
Cl -1.70 1.55 -2.13
H 1.32 -5.10 0.79
C -2.91 -1.84 2.46
H 3.04 -4.54 -0.09
C -4.13 3.58 0.28
H 4.85 -0.63 -1.70
C 4.23 0.12 -2.21
H 0.94 -0.87 -4.69
H 4.74 1.09 -2.15
C 2.49 3.31 0.33
C -4.16 -2.11 -2.12
C -3.44 1.62 1.48
H 2.41 -0.98 -5.59
C 0.29 2.17 0.56
H -4.10 -4.12 -2.86
H -4.01 -0.18 -1.22
P -1.66 -0.30 0.52
C 1.55 2.67 1.14
C -1.89 -0.93 2.18
H 0.04 2.61 -0.40
H -0.68 -0.51 5.32
H 3.21 2.98 4.10
C 4.87 -0.50 -4.62
H -0.97 -3.03 -0.16
O 2.66 0.47 -0.40
N 1.91 -0.14 -2.49
N 1.94 -0.81 -4.72
H 2.75 -4.06 1.81
C -4.17 2.80 1.42
```

As for the relative energy (zero: lowest compared OMol25 entry of this formula, charge and spin): 36.62 kcal/mol. Its charge is +1. As for the orbital gap: 7.5 eV.

***

Formula: C38H117N5O23
Source: the Open Molecules 2025 dataset
Level of theory: ωB97M-V with the def2-TZVPD basis set

Structure (XYZ):
```
183
C38H117N5O23, DFT ωB97M-V with the def2-TZVPD basis set
H 1.56 6.00 0.72
C 4.54 7.76 9.20
C -5.36 -5.81 -4.65
O -0.87 3.95 -0.37
H 3.84 8.60 9.22
C 0.16 -6.27 1.28
H 4.34 7.20 10.12
H 4.77 -2.52 0.77
H -1.63 2.04 -6.78
H -5.31 -0.68 -2.94
N 2.89 6.34 5.51
H -2.94 -0.64 5.03
H -2.61 5.87 -7.16
O 1.04 3.85 5.39
O 4.54 -2.89 3.95
H 6.37 -2.61 -0.04
C 4.44 2.59 0.87
H -2.26 4.51 -6.11
H 0.59 -1.83 3.43
O 3.92 1.39 -2.54
H -6.30 -2.33 -9.46
C 4.31 7.81 6.89
C 2.78 0.70 -1.98
H -1.39 -1.45 4.92
H 3.07 0.18 -1.07
H 1.07 2.00 2.91
H -7.08 -5.03 -9.20
H -4.73 -2.56 -4.02
H -1.43 -1.58 1.74
H -6.85 -6.13 -7.01
O -5.45 -0.70 -3.89
H -0.28 -0.46 1.20
H -5.03 -4.25 -6.06
H 4.96 6.11 5.72
H -6.73 -5.93 -2.42
O -1.50 0.00 6.45
O 4.48 2.20 5.06
C 2.30 -1.01 2.28
H 6.33 2.73 4.36
H -0.12 1.13 -3.09
H -0.48 2.58 6.03
H 3.48 8.52 6.96
H 2.37 5.61 -0.85
H 5.04 4.44 0.09
H -0.98 5.60 -6.62
O -4.58 -1.58 1.55
H 0.99 -5.64 1.62
O 3.89 -0.63 5.94
H 5.22 2.09 0.29
H 4.46 -2.38 4.76
N 0.37 -2.52 1.49
H -2.96 -4.39 1.71
H 4.46 7.50 4.83
H 3.84 -3.22 -0.92
N 4.82 2.76 2.27
H 2.33 -0.01 -2.67
H -5.20 -2.28 -8.02
H 4.00 3.06 2.77
H 3.18 -0.60 6.58
C -4.57 -1.62 -4.55
H 3.59 -5.60 1.31
H 3.73 3.67 -0.89
H 3.86 3.28 6.60
O -1.57 -2.83 -0.76
O 4.40 6.96 8.05
C 4.20 6.90 5.71
H -1.81 0.80 -2.57
H 0.05 1.90 -0.19
C 5.66 1.87 4.36
C 1.23 -2.12 2.61
C -3.22 2.58 -8.01
H -2.96 -3.70 -1.94
H -0.26 -6.71 2.18
H 3.55 4.59 4.41
H -4.57 -1.78 -5.62
H -0.76 2.63 1.23
C -0.19 2.83 0.32
O -6.61 -3.69 -7.85
H -3.92 2.88 -7.22
H -4.16 -0.80 1.92
C -6.19 -4.83 -8.60
C -2.61 3.75 -8.80
H -6.43 -5.84 -4.88
O -1.42 1.17 -4.64
H -1.38 2.41 -3.02
H 6.04 1.04 2.35
H 5.54 8.19 9.26
H 2.02 1.44 -1.74
H 6.24 1.10 4.88
H 0.75 3.14 0.76
C -1.88 5.08 -6.97
O 2.18 -3.94 -0.31
O 4.65 -2.88 -1.30
C -1.87 -0.51 5.19
C 1.50 1.02 3.14
C 2.49 5.73 0.23
O 2.96 4.48 0.80
H 3.12 -0.95 3.00
N -2.29 1.59 -7.39
C 1.33 4.74 4.30
H -1.73 -2.81 -2.84
H 3.75 -4.83 3.68
H -5.00 -6.83 -4.51
H 5.36 -2.60 3.56
O 1.89 0.32 1.97
H -1.93 -0.81 -0.41
C -4.55 -5.21 -5.88
H 1.70 -4.42 -0.99
O -4.74 -0.53 -1.19
C -2.24 -4.60 3.47
H -2.18 3.36 -9.72
O -5.09 -5.06 -3.44
H 3.58 1.93 0.77
O 3.31 -5.56 3.24
H -4.24 -6.91 -7.03
C -0.35 3.43 5.35
H -0.40 -1.41 -1.14
H -5.93 -4.70 -1.58
H -3.57 -1.28 -4.25
H -4.17 -2.32 1.99
C -5.73 -5.53 -2.25
H -3.87 2.10 -8.73
O -1.56 4.38 -8.10
O -3.12 -4.04 2.59
C -3.02 0.76 -6.43
H -6.06 -6.99 -8.27
H -2.59 -0.24 -6.47
C -1.14 -1.55 -0.35
H -4.47 0.37 -0.99
H 0.65 5.57 4.50
H 4.35 0.78 3.00
H 4.09 0.30 5.78
H 0.49 -6.99 0.53
H 0.92 0.39 3.81
C -6.22 -2.40 -8.37
H 5.10 -5.89 2.35
C -0.60 -1.49 1.03
C -2.35 -2.79 -1.95
H 1.80 -3.01 2.89
H -4.08 0.60 -6.66
H 5.18 8.46 6.81
O -0.90 -5.49 0.63
H -5.12 -6.23 -1.67
C -2.79 1.34 -4.98
H -2.99 -1.91 -2.07
H 3.22 6.53 0.37
C 5.20 1.46 2.90
C -1.17 1.37 -3.26
C 5.33 -2.29 -0.13
C 4.08 3.93 0.11
H 5.28 -1.20 -0.11
H -0.71 3.12 4.37
H -1.47 0.32 4.60
C 4.84 2.95 6.25
H -4.74 -0.97 -0.34
H 1.07 4.22 3.38
H -1.73 3.59 -0.60
H 2.60 5.86 6.35
C 4.04 -6.07 2.19
H -0.23 -3.31 1.70
H 2.42 1.23 3.68
C 2.79 5.38 4.39
H 4.60 0.77 -2.82
H 1.50 -3.44 0.15
H -1.28 -4.08 3.34
H -1.06 4.21 5.63
H 2.85 -1.35 1.40
H 5.10 2.32 7.10
C -6.02 -6.05 -7.72
H -2.17 -5.65 3.20
H -3.36 4.44 -9.18
N -4.72 -6.03 -7.11
H -2.61 -4.39 4.47
H -0.55 -5.08 -0.17
H -6.82 -1.61 -7.91
H 2.78 5.94 3.46
H -1.43 -0.80 6.98
H -5.39 -4.74 -9.33
H 3.98 -7.16 2.20
H -3.44 0.79 -4.30
H 5.43 3.85 6.09
H -3.52 -5.22 -5.53
H -3.21 2.35 -4.93
```

As for the relative energy (zero: lowest compared OMol25 entry of this formula, charge and spin): 69.59 kcal/mol. Its charge is 0. As for the orbital gap: 8.4 eV.

***

Formula: C33H37BiN4O5S
Source: the Open Molecules 2025 dataset
Level of theory: ωB97M-V with the def2-TZVPD basis set

Structure (XYZ):
```
81
C33H37BiN4O5S, DFT ωB97M-V with the def2-TZVPD basis set
O 1.30 1.12 -1.68
H 0.71 -2.96 1.59
H -3.72 0.11 -3.80
H -1.72 3.73 1.76
C 1.43 -0.90 4.23
H 5.66 2.58 1.79
H -5.86 0.21 -2.55
C -2.85 1.31 1.72
H 3.20 2.13 1.60
C -1.51 1.54 -3.63
H 0.02 -4.59 1.36
O 1.11 1.26 0.50
C 4.09 1.38 -1.60
C 7.63 1.88 -1.77
C 0.24 -1.27 3.62
H -0.46 1.59 -3.90
H -1.22 -0.48 -3.46
C -0.32 -2.53 3.86
H -1.58 -4.37 -1.09
C 5.97 2.04 -0.26
Bi -0.75 0.33 -0.61
H -0.08 -4.38 4.92
O -1.56 -1.47 0.95
C 0.34 -3.40 4.72
H -6.97 0.98 -0.46
H 2.99 -1.48 5.58
H 2.10 -2.38 -0.17
H -0.16 2.83 -1.56
C 1.65 -2.60 -2.26
H -0.81 1.37 2.01
N -3.17 0.63 -0.59
C 5.21 2.24 0.86
H 8.33 1.05 -1.79
H 3.66 1.06 -2.54
C -1.60 -2.95 3.21
H -5.59 1.53 1.54
H 2.56 -2.12 -2.58
S -1.64 -2.93 1.39
H 1.86 0.08 4.02
H 2.02 -3.71 6.02
H -1.65 3.64 -3.18
C 3.85 1.99 0.75
C -0.68 -3.86 -1.42
H -0.24 -0.60 2.92
H -2.93 2.67 -2.46
H -1.87 -3.98 3.47
C -1.73 3.47 -0.37
H -2.79 0.38 2.29
C -1.23 3.10 1.02
C 1.39 -2.75 -0.90
C -3.17 -0.19 -2.91
C -5.90 0.87 -0.50
C -5.13 1.18 0.62
H -3.19 -1.28 -2.87
C -5.28 0.45 -1.66
C 5.42 1.61 -1.47
C -3.90 0.33 -1.68
H 0.95 -2.98 -4.25
N -1.13 2.59 -1.40
C 3.29 1.57 -0.46
N -1.48 1.66 1.31
C 1.52 -3.02 5.34
C 0.74 -3.07 -3.19
H -1.13 -4.09 -3.50
H -0.16 3.25 1.08
N -1.76 0.24 -2.98
C 2.07 -1.77 5.10
C 0.23 -3.39 -0.47
H -1.51 4.52 -0.57
C 1.85 1.31 -0.55
H -2.81 3.35 -0.43
O 7.30 2.20 -0.40
H 8.03 2.76 -2.26
H -2.45 -2.31 3.48
C -0.43 -3.70 -2.77
H -2.10 1.65 -4.54
C -3.76 1.05 0.53
H -3.28 2.07 2.37
C -1.86 2.69 -2.69
C -0.01 -3.55 1.01
O 6.40 1.49 -2.40
```

As for the relative energy (zero: lowest compared OMol25 entry of this formula, charge and spin): 0.84 kcal/mol. Its charge is +2. As for the orbital gap: 7.2 eV.